# 1
# C4H8N2O

A cluster of 2 separate species, C4H8N2O in total in a non-equilibrium geometry (ωB97M-V/def2-TZVPD, OMol25).

Positions of all 15 atoms, in Å:
C -1.9302 0.7475 0.5067
N -0.6161 0.1312 0.4627
C 0.3273 0.4564 -0.3436
C 1.6803 -0.1939 -0.3604
O 2.5460 0.7969 0.1602
C -0.4251 -1.9165 -1.3714
N -0.5387 -2.4722 -0.3401
H -2.6057 0.0937 -0.0502
H -2.2673 0.8302 1.5415
H -1.8973 1.7375 0.0504
H -0.5770 -0.8618 0.7611
H 0.2065 1.3589 -0.9369
H 1.9836 -0.4018 -1.3871
H 1.6872 -1.1381 0.1898
H 2.4265 0.8320 1.1171

Computed properties:
HOMO-LUMO gap   8.50 eV
Relative energy (zero: lowest compared OMol25 entry of this formula, charge and spin)   90.3 kcal per mole
2S+1   1
LUMO energy   -0.49 eV
Largest force on an atom   0.0201 hartree/bohr



# 2
# C4H8N2O

An isolated molecule of C4H8N2O in a non-equilibrium geometry (ωB97M-V/def2-TZVPD, OMol25).

Positions of all 15 atoms, in Å:
C 0.6575 -0.3867 -1.9640
N -0.1378 0.5171 -0.8694
C -1.1467 -0.2607 -0.3268
N -1.5307 -0.3607 0.8518
C -0.3278 -0.1168 1.8328
C 1.0416 -0.0696 0.8373
O 0.7887 0.8950 -0.1129
H -0.1662 -1.0074 -2.6125
H 1.1721 0.3702 -2.4713
H 1.6761 -0.9103 -1.4456
H -1.6305 -0.9206 -1.2283
H -0.3698 0.8296 2.2185
H 0.0093 -0.9340 2.6710
H 1.9364 0.3451 1.3219
H 1.3961 -1.0254 0.2970

Computed properties:
HOMO-LUMO gap   9.71 eV
Relative energy (zero: lowest compared OMol25 entry of this formula, charge and spin)   162.1 kcal per mole
2S+1   1
LUMO energy   0.83 eV
Largest force on an atom   0.1681 hartree/bohr
SMILES string   CN1C=NCCO1



# 3
# C4H8N2O

An isolated molecule of C4H8N2O (ωB97M-V/def2-TZVPD, OMol25).

Positions of all 15 atoms, in Å:
H -1.1672 -0.0075 1.7531
N -0.9116 0.6504 1.0127
C -0.0616 0.1122 0.2197
N 0.4389 -1.1488 0.2332
C -0.0678 -2.1941 1.0794
C 0.5354 0.9296 -0.9178
C -0.0758 2.2555 -1.2548
O 1.4835 0.4733 -1.5270
H 1.1012 -1.3511 -0.4999
H 0.4058 -3.1304 0.7818
H -1.1560 -2.3067 0.9715
H 0.1577 -2.0164 2.1391
H 0.0656 2.9574 -0.4285
H 0.4060 2.6297 -2.1603
H -1.1541 2.1469 -1.4021

Computed properties:
HOMO-LUMO gap   9.86 eV
Relative energy (zero: lowest compared OMol25 entry of this formula, charge and spin)   24.7 kcal per mole
2S+1   1
LUMO energy   0.64 eV
Largest force on an atom   0.0089 hartree/bohr
SMILES string   [H]/N=C(\NC)C(C)=O



# 4
# C4H8N2O

A cluster of 2 separate species, C4H8N2O in total in a non-equilibrium geometry (ωB97M-V/def2-TZVPD, OMol25).

Positions of all 15 atoms, in Å:
H 0.1807 0.7700 -2.5232
N -0.4459 0.7259 -1.7210
C -0.0871 -0.2277 -0.9813
O 0.9171 -1.0321 -1.2226
C 1.3019 -1.9732 -0.2071
H -0.6235 -0.3377 -0.0349
H 0.4235 -2.1650 0.3285
H 2.0041 -1.5421 0.4168
H 1.7608 -2.8529 -0.6844
C -0.9934 1.5492 1.4303
C -1.0303 2.4805 0.5173
N -1.1231 3.3820 -0.2988
H -0.1680 0.9347 1.4956
H -1.6520 1.5886 2.1941
H -1.5573 3.1003 -1.1858

Computed properties:
HOMO-LUMO gap   9.69 eV
Relative energy (zero: lowest compared OMol25 entry of this formula, charge and spin)   84.6 kcal per mole
2S+1   1
LUMO energy   0.80 eV
Largest force on an atom   0.0607 hartree/bohr
SMILES string   [H]/N=C\OC.C=C=N



# 5
# C4H8N2O

An isolated molecule of C4H8N2O (ωB97M-V/def2-TZVPD, OMol25).

Positions of all 15 atoms, in Å:
N 1.9855 0.1187 -1.1938
C 1.5276 -0.4307 -0.0194
O 2.3742 -1.3875 0.4540
C 0.4123 -0.0632 0.6312
N -0.5554 0.7821 0.0070
C -1.8054 0.9393 0.7209
C -1.7506 0.1090 -0.5033
H 2.3861 -0.5284 -1.8589
H 1.3679 0.8151 -1.5853
H 1.8860 -1.8726 1.1319
H 0.2683 -0.3428 1.6717
H -1.9077 0.4119 1.6701
H -2.2523 1.9300 0.7031
H -1.7973 -0.9729 -0.3853
H -2.1391 0.4922 -1.4440

Computed properties:
HOMO-LUMO gap   8.39 eV
Relative energy (zero: lowest compared OMol25 entry of this formula, charge and spin)   64.5 kcal per mole
2S+1   1
LUMO energy   0.91 eV
Largest force on an atom   0.0062 hartree/bohr
SMILES string   N/C(O)=C\N1CC1



# 6
# C4H8N2O

An isolated molecule of C4H8N2O in a non-equilibrium geometry (ωB97M-V/def2-TZVPD, OMol25).

Positions of all 15 atoms, in Å:
C 0.2340 0.8063 -1.1147
C -1.3690 -1.0305 -0.1358
C -0.5303 0.2058 0.0591
C 1.2503 0.2318 0.6594
O 1.8570 -0.8970 0.1092
N 1.2236 1.3736 -0.1158
N -1.1100 1.2155 0.8235
H 1.7231 -1.6479 0.7029
H -0.4035 1.7323 1.3423
H 1.5004 0.3485 1.7218
H -0.3212 1.5796 -1.6416
H 0.7014 0.1080 -1.8128
H -2.1024 -0.8544 -0.9277
H -0.7460 -1.8733 -0.4448
H -1.9074 -1.2984 0.7751

Computed properties:
HOMO-LUMO gap (alpha / beta)   7.95 / 8.04 eV
Relative energy (zero: lowest compared OMol25 entry of this formula, charge and spin)   147.9 kcal per mole
2S+1   1
LUMO energy (alpha / beta)   -0.71 / -0.47 eV
Largest force on an atom   0.0292 hartree/bohr



# 7
# C4H8N2O

An isolated molecule of C4H8N2O in a non-equilibrium geometry (ωB97M-V/def2-TZVPD, OMol25).

Positions of all 15 atoms, in Å:
H -0.4824 -1.6626 -2.7163
N 0.0912 -2.0671 -1.9748
C 0.1184 -1.3856 -0.9124
C -0.5098 -0.3763 -0.1881
N -1.6871 0.2861 -0.4912
C 0.5408 0.1148 0.6701
C 0.8126 1.5829 0.8263
O 0.8923 -0.5381 1.8332
H 1.2280 -1.0819 -0.2994
H -2.0870 0.1249 -1.4029
H -2.2447 0.6276 0.2773
H 1.8221 1.7229 1.2122
H 0.7119 2.1022 -0.1250
H 0.1227 2.0263 1.5493
H 0.6710 -1.4760 1.7419

Computed properties:
HOMO-LUMO gap (alpha / beta)   8.02 / 8.02 eV
Relative energy (zero: lowest compared OMol25 entry of this formula, charge and spin)   113.5 kcal per mole
2S+1   1
LUMO energy (alpha / beta)   0.35 / 0.35 eV
Largest force on an atom   0.0431 hartree/bohr
SMILES string   [H]/N=C\C(N)=C(\C)O



# 8
# C4H8N2O

A cluster of 2 separate species, C4H8N2O in total in a non-equilibrium geometry (ωB97M-V/def2-TZVPD, OMol25).

Positions of all 15 atoms, in Å:
C 0.5959 0.0532 1.1437
C -0.2566 1.0564 0.3181
C 0.0962 1.7178 -0.8563
N -1.1025 2.4730 -1.1900
C -2.1419 1.8581 -0.4967
N -1.6551 1.0647 0.5051
H 1.2288 -0.6683 0.4282
H 1.3473 0.4699 1.8592
H -0.0653 -0.4743 1.9357
H 0.9750 1.6454 -1.5459
H -0.9305 3.4321 -1.3797
H -3.1973 1.9845 -0.6473
O 2.0923 -5.0156 -0.0243
H 1.4041 -4.9003 -0.8411
H 1.6095 -4.6965 0.7911

Computed properties:
HOMO-LUMO gap   9.41 eV
Relative energy (zero: lowest compared OMol25 entry of this formula, charge and spin)   67.8 kcal per mole
2S+1   1
LUMO energy   0.74 eV
Largest force on an atom   0.0798 hartree/bohr
SMILES string   Cc1c[nH]cn1.O



# 9
# C4H8N2O

An isolated molecule of C4H8N2O in a non-equilibrium geometry (ωB97M-V/def2-TZVPD, OMol25).

Positions of all 15 atoms, in Å:
C 1.2319 -0.5204 0.4286
C 1.0438 -0.0300 -1.0548
N -0.1041 0.8175 -1.1886
N -1.3465 0.1339 -1.2352
C -0.9896 0.8803 -0.0746
C -0.8057 0.0336 1.1712
O 0.0783 -1.0456 0.9537
H 2.0503 -1.2435 0.7750
H 1.3949 0.3867 0.9765
H 1.9006 0.4423 -1.5390
H 0.7826 -0.9476 -1.5768
H -1.2197 -0.8649 -0.9436
H -1.6341 1.8446 0.0074
H -0.6136 0.4766 2.1100
H -1.7691 -0.3636 1.1903

Computed properties:
HOMO-LUMO gap   9.73 eV
Relative energy (zero: lowest compared OMol25 entry of this formula, charge and spin)   105.0 kcal per mole
2S+1   1
LUMO energy   1.00 eV
Largest force on an atom   0.0535 hartree/bohr
SMILES string   C1CN2N[C@H]2CO1



# 10
# C4H8N2O

A cluster of 2 separate species, C4H8N2O in total in a non-equilibrium geometry (ωB97M-V/def2-TZVPD, OMol25).

Positions of all 15 atoms, in Å:
C -1.1823 0.1063 0.9225
C -1.2180 -0.0100 -0.4418
N -0.2668 -0.6100 -1.1974
C 0.5020 -1.6954 -0.5875
H -0.6709 -0.6226 1.5338
H -1.9357 0.6927 1.4261
H -1.8158 0.7119 -0.9938
H 0.4495 0.2921 -1.2580
H 1.0941 -2.1723 -1.3671
H 1.1861 -1.3355 0.1907
H -0.1670 -2.4418 -0.1558
N 1.1089 1.4273 -0.2675
C 0.5394 1.6201 0.8298
O 0.3470 2.2454 1.8105
H 2.0295 1.7919 -0.4447

Computed properties:
HOMO-LUMO gap   9.27 eV
Relative energy (zero: lowest compared OMol25 entry of this formula, charge and spin)   75.6 kcal per mole
2S+1   1
LUMO energy   0.46 eV
Largest force on an atom   0.0440 hartree/bohr
SMILES string   C=CNC.N=C=O